Below is a structure of composition C26H46Cl30NO5S2, with properties calculated with the ωB97M-V functional and the def2-TZVPD basis.

As for the net charge: -1. For the gap between HOMO and LUMO, the calculation gives 0.2726 Ha. Its largest force on an atom is 2.128 eV/Å.

Each line ends with the Mulliken charge.
Element x y z (Å)
C1 -6.333479 -1.809675 -1.950720  -0.3679
C2 -7.300619 -1.117064 -0.971657  0.2506
O1 -8.148622 -2.125985 -0.369062  -0.6006
C3 -6.629698 -0.365853 0.191773  -0.9233
S1 -5.724996 1.102564 -0.400955  1.0125
O2 -4.323177 0.714918 -0.448688  -0.6368
O3 -6.236693 1.372046 -1.725242  -0.5478
N1 -6.099685 2.222748 0.712757  -0.5234
S2 -5.470040 3.695115 0.440812  1.2984
O4 -6.409871 4.654043 0.982949  -0.8196
O5 -5.178108 4.017004 -0.940999  -0.6610
C4 -3.947238 3.946713 1.397242  -1.2316
C5 -3.155580 2.662938 1.742307  -0.5835
C6 -1.897931 2.471060 0.888388  0.9869
C7 -0.887844 1.687618 1.450292  -1.0040
C8 0.273860 1.523306 0.731542  -0.4888
C9 0.483255 2.099843 -0.515773  -0.4275
C10 -0.544866 2.843472 -1.071021  -1.1061
C11 -1.729625 3.021957 -0.362545  -0.0590
H1 -5.428064 -1.228676 -2.168538  0.3448
H2 -6.864336 -1.922844 -2.911043  0.2911
H3 -6.071108 -2.834567 -1.630943  -0.3260
H4 -7.982142 -0.469649 -1.527587  0.2364
H5 -7.523707 -2.791937 -0.051601  0.3631
H6 -6.011649 -0.990957 0.844718  0.3748
H7 -7.449978 0.043023 0.802301  0.3363
H8 -3.356322 4.670436 0.826121  0.5005
H9 -4.225486 4.436800 2.338496  0.3831
H10 -2.781077 2.792870 2.772248  0.4561
H11 -3.772661 1.759076 1.758312  0.3509
H12 -1.019180 1.230303 2.428413  0.4245
H13 1.055137 0.916678 1.178136  0.4177
H14 1.416194 1.985144 -1.037769  0.6454
H15 -0.455301 3.328495 -2.042175  0.4012
H16 -2.531048 3.626309 -0.788411  0.3501
C12 3.064521 -1.321709 -0.877302  0.3520
Cl1 4.125040 -1.191227 -2.293200  -0.1839
Cl2 1.694434 -0.210366 -0.995646  -0.0937
H17 2.693220 -2.339756 -0.808294  -0.3454
H18 3.640207 -1.075725 0.008630  0.2611
C13 3.982914 -5.303198 -6.550561  -0.1615
Cl3 4.708659 -6.896048 -6.311978  -0.1397
Cl4 2.217170 -5.380061 -6.478326  -0.1668
H19 4.336208 -4.639970 -5.770970  0.2751
H20 4.276217 -4.926114 -7.521627  0.1848
C14 5.360358 2.199637 -3.182887  -0.3896
Cl5 3.615563 2.269418 -2.925640  -0.0637
Cl6 6.196130 1.503188 -1.788669  -0.1423
H21 5.561621 1.585871 -4.054345  0.2865
H22 5.730467 3.206002 -3.343646  0.3197
C15 -3.174826 -4.271623 -2.649507  -0.3002
Cl7 -4.709081 -4.561514 -1.818321  -0.2280
Cl8 -1.867965 -5.245309 -1.956886  -0.0799
H23 -3.297100 -4.546797 -3.690819  0.3057
H24 -2.914805 -3.220881 -2.570080  0.2631
C16 3.002015 -5.685591 -0.240209  0.2967
Cl9 4.418575 -4.818541 -0.853340  -0.1680
Cl10 1.515962 -4.774886 -0.516502  -0.1431
H25 2.928484 -6.638928 -0.750486  -0.1020
H26 3.124171 -5.843181 0.824380  0.0505
C17 2.683567 4.384323 2.264390  -0.0158
Cl11 2.975375 4.423780 0.520301  -0.1628
Cl12 2.599633 2.727341 2.875121  -0.1550
H27 3.496305 4.894722 2.764589  0.2206
H28 1.747105 4.884067 2.472348  0.1163
C18 3.281331 7.335944 5.562351  0.6049
Cl13 3.595947 7.447146 3.824629  -0.1664
Cl14 3.238514 5.653022 6.121665  -0.1629
H29 4.068676 7.856248 6.096076  0.1459
H30 2.322196 7.799128 5.771833  -0.5217
C19 1.661987 -8.973123 -4.203821  -0.3520
Cl15 3.034801 -9.993557 -4.663471  -0.1679
Cl16 2.148342 -7.627635 -3.168822  -0.0199
H31 1.203600 -8.575624 -5.103020  0.3027
H32 0.947493 -9.582689 -3.660061  0.2570
C20 4.942711 7.221556 9.313495  -0.1157
Cl17 6.667656 7.177634 9.694388  -0.1645
Cl18 4.522357 8.655140 8.365062  -0.1163
H33 4.687127 6.337555 8.738766  0.1233
H34 4.379675 7.239971 10.239777  0.2943
C21 1.415817 10.906014 5.481928  -0.2505
Cl19 1.164406 9.657541 6.711162  -0.1299
Cl20 3.130406 11.286582 5.294872  -0.1395
H35 1.030545 10.546176 4.534062  0.2442
H36 0.886854 11.802957 5.783269  0.3238
C22 5.634764 -7.187776 -10.015391  -0.1917
Cl21 6.990240 -8.229473 -10.464936  -0.1592
Cl22 6.164006 -5.822381 -9.029100  -0.1596
H37 5.171258 -6.807470 -10.918675  0.2903
H38 4.918821 -7.770546 -9.444758  0.2239
C23 0.465282 -8.910457 0.208903  -0.4367
Cl23 2.203558 -9.220637 0.286949  -0.1393
Cl24 0.063456 -7.621079 -0.935670  -0.0479
H39 -0.035251 -9.819511 -0.105512  0.3492
H40 0.122970 -8.620480 1.197144  0.2832
C24 3.031910 -8.348433 4.385970  -0.3573
Cl25 2.452711 -7.451260 2.978050  -0.0505
Cl26 3.898080 -9.814405 3.911179  -0.1573
H41 3.703323 -7.713125 4.952481  0.2808
H42 2.180239 -8.627440 4.996093  0.2885
C25 -0.502912 6.228729 5.515880  0.2951
Cl27 0.301175 4.980166 4.562020  -0.0838
Cl28 -1.044310 5.607574 7.080227  -0.1715
H43 0.193523 7.041970 5.687540  -0.3690
H44 -1.365022 6.588643 4.964938  0.3421
C26 -6.929234 2.643605 -4.800111  0.0686
Cl29 -7.576470 3.701844 -6.069950  -0.2108
Cl30 -5.885040 1.387454 -5.473957  -0.1715
H45 -6.351572 3.240617 -4.102655  0.0983
H46 -7.755074 2.169951 -4.283566  0.1890

Cartesian forces, eV/Å:
C -0.6 0.1 -0.5
C 0.5 -0.7 0.3
O 0.3 0.0 -0.2
C -1.0 1.2 0.0
S 0.6 -0.6 -0.2
O 0.2 0.1 0.6
O -0.8 0.2 -0.2
N 1.1 -0.2 -0.8
S -1.6 1.3 -0.3
O 0.0 -0.1 0.9
O 0.9 -0.9 -0.2
C 0.0 -0.9 0.6
C 0.8 0.8 -0.1
C -0.9 -0.6 1.1
C -0.1 0.5 -0.7
C 0.7 -0.4 0.6
C -0.8 0.8 0.0
C -0.2 0.3 0.0
C -0.2 0.4 -0.3
H -0.2 -0.1 0.3
H 0.2 -0.1 0.2
H -0.3 1.1 0.1
H 0.3 0.1 0.3
H -0.3 0.0 0.0
H 0.2 0.1 -0.4
H 0.3 -0.2 -0.1
H -0.2 -0.2 0.0
H -0.3 -0.1 -0.4
H -0.2 -0.1 -0.2
H 0.0 0.3 -0.3
H 0.0 0.1 -0.1
H -0.1 0.2 -0.1
H 0.0 0.4 0.1
H 0.1 -0.2 0.1
H 0.1 -0.3 0.0
C -0.2 -0.2 0.0
Cl 0.0 -0.3 0.0
Cl 0.9 -1.5 -0.3
H 0.1 0.1 -0.1
H 0.0 0.1 -0.1
C 0.0 0.1 0.1
Cl -0.1 -0.1 0.2
Cl 0.0 0.1 0.0
H -0.1 -0.1 0.1
H -0.1 -0.1 0.0
C -0.1 0.0 -0.1
Cl 0.0 0.1 -0.1
Cl 0.2 0.1 0.0
H 0.0 -0.1 0.1
H 0.0 0.0 0.1
C 0.0 0.1 -0.1
Cl 0.5 -0.7 -0.1
Cl 0.0 0.1 -0.1
H 0.0 -0.1 0.0
H 0.0 0.0 0.2
C 0.0 0.0 0.0
Cl 0.0 0.0 0.0
Cl 0.1 0.2 0.1
H 0.0 0.0 0.0
H 0.0 0.1 0.0
C 0.1 0.0 -0.1
Cl 0.1 0.1 0.0
Cl 0.1 0.0 0.2
H 0.0 -0.1 0.0
H 0.0 -0.1 -0.1
C 0.0 -0.1 0.0
Cl 0.0 0.1 0.0
Cl 0.2 0.1 0.1
H -0.1 -0.1 -0.2
H 0.2 -0.2 -0.1
C -0.1 0.0 0.1
Cl -0.1 0.0 0.0
Cl 0.4 0.0 -0.6
H 0.1 0.1 0.0
H 0.1 0.0 0.1
C 0.0 -0.2 0.0
Cl 0.0 0.0 0.0
Cl 0.0 0.1 0.2
H 0.1 0.1 -0.1
H 0.1 0.1 0.0
C 0.0 0.1 -0.1
Cl -0.3 0.3 0.2
Cl 0.0 0.0 0.0
H 0.1 -0.1 0.0
H 0.1 0.0 0.1
C -0.1 -0.1 0.0
Cl 0.0 0.0 0.0
Cl 0.2 0.1 -0.4
H 0.1 0.0 0.0
H 0.1 0.0 0.1
C -0.2 0.0 0.0
Cl 0.0 -0.3 -0.3
Cl -0.4 -0.5 0.6
H 0.1 0.0 0.0
H 0.1 0.1 0.0
C 0.0 0.0 0.1
Cl -0.1 0.2 0.3
Cl 0.0 0.0 0.1
H 0.0 0.0 -0.1
H 0.0 0.0 -0.1
C 0.0 0.0 -0.1
Cl -0.3 0.0 0.0
Cl 0.0 0.1 0.0
H 0.0 -0.1 0.1
H 0.0 -0.1 0.0
C 0.1 0.0 0.3
Cl -0.1 0.0 0.0
Cl 0.0 0.0 0.0
H 0.0 0.0 0.0
H 0.0 0.0 -0.1

=====

Below is a structure of composition C26H46DyI2N4O3Si2, with properties calculated with the ωB97M-V functional and the def2-TZVPD basis.

As for the net charge: +1. As for the energy above the lowest of the compared OMol25 structures with the same formula, charge and spin: 0.0 kJ/mol. Its spin multiplicity is 6. For the gap between HOMO and LUMO (alpha / beta), the calculation gives 0.1631 / 0.1636 Ha. Its largest force on an atom is 4.994 eV/Å. As for the expectation value of S²: 9.340.

Each line ends with the Mulliken charge.
Element x y z (Å)
Dy1 -16.337301 5.996151 -0.336101  0.0348
I1 -15.605351 12.616677 3.937427  0.0662
C1 -15.839395 10.764230 2.968033  -0.6690
C2 -14.633098 10.293976 2.454703  -0.5683
C3 -14.572489 9.046914 1.818919  -0.1432
I2 -12.638800 8.636366 1.022748  -0.0084
C4 -15.650786 8.177701 1.815248  -0.0035
O1 -15.423688 6.955556 1.415154  0.1800
C5 -16.915818 8.665659 2.336408  1.4097
C6 -18.187635 7.839168 2.211513  -1.8592
N1 -18.422731 7.153802 0.946803  0.1328
C7 -19.003689 7.914385 -0.199157  -1.1051
C8 -18.025399 8.425621 -1.240610  1.0305
C9 -18.509114 9.372108 -2.192372  -1.1137
C10 -17.623323 10.050787 -3.000052  -0.3826
C11 -16.216498 9.845539 -2.857364  -0.8351
C12 -15.811715 8.778637 -2.017539  -0.2313
N2 -16.728565 8.093346 -1.284689  0.7026
C13 -16.974307 9.881968 2.913115  -0.3903
H1 -13.715512 10.871460 2.513179  0.3793
H2 -19.048721 8.432117 2.401053  0.3948
H3 -18.102765 7.121393 3.050112  0.4144
H4 -18.983331 6.314221 1.100725  0.3307
H5 -19.610860 8.780501 0.099814  0.4964
H6 -19.732487 7.223259 -0.787958  0.2877
H7 -19.591249 9.663748 -2.179822  0.4178
H8 -17.991149 10.789792 -3.733595  0.4042
H9 -15.455069 10.411031 -3.426286  0.4330
H10 -14.762267 8.590905 -1.854206  0.2649
H11 -17.913166 10.227177 3.341449  0.4248
C14 -15.009670 2.723769 0.407737  -0.6188
N3 -14.797400 4.065995 0.945941  0.9824
C15 -13.462647 4.617555 0.337168  -0.9121
C16 -14.785902 4.219018 2.431835  -0.3974
C17 -15.819986 3.556446 3.307651  -1.1626
N4 -15.313701 2.366437 4.018981  0.2853
C18 -15.991777 1.873215 5.283921  -0.8440
C19 -14.262761 1.579215 3.649004  -0.0764
H12 -14.039232 2.279726 0.116653  0.3259
H13 -15.609428 2.823124 -0.476865  -0.5596
H14 -15.644960 2.094170 1.067446  0.3656
H15 -12.610251 4.024304 0.693885  0.5188
H16 -13.362318 5.609569 0.802574  0.1316
H17 -13.423560 4.627355 -0.770925  -0.0750
H18 -15.020882 5.254876 2.607762  -0.3372
H19 -13.817788 3.961247 2.888858  0.6049
H20 -16.761048 3.324988 2.818023  0.4522
H21 -16.062976 4.320905 4.091401  0.6092
H22 -16.742478 1.132192 5.079062  0.3515
H23 -16.399812 2.681047 5.891354  0.3185
H24 -15.161508 1.388583 5.784399  0.3211
H25 -13.692623 1.822153 2.770492  0.2188
H26 -18.264581 4.159594 -0.965042  0.0697
H27 -13.897364 0.805132 4.325377  0.2935
O2 -15.440164 5.145925 -2.127886  0.1452
O3 -18.149075 4.795858 -0.256875  -0.7218
C20 -16.994897 2.006108 -2.692661  -1.0449
Si1 -15.366431 2.599875 -3.505725  0.6699
C21 -13.898583 1.692067 -2.741664  -1.2260
C22 -15.447874 1.904660 -5.289909  -1.2643
C23 -15.305487 4.535112 -3.286519  -0.0932
Si2 -13.929794 5.578302 -4.248190  0.6863
C24 -12.810274 4.502030 -5.325461  -1.1571
C25 -12.724027 6.345068 -2.914322  -0.8465
C26 -14.956237 6.984041 -5.015030  -1.1386
H28 -17.439522 1.183464 -3.335323  0.3799
H29 -17.763418 2.830184 -2.700091  0.1382
H30 -16.829872 1.504372 -1.682141  0.2779
H31 -14.367973 1.173142 -1.866035  0.2886
H32 -13.037076 2.211881 -2.384633  0.3927
H33 -13.513301 0.958326 -3.472859  0.4636
H34 -15.681354 0.812357 -5.264788  0.3603
H35 -14.546035 2.049708 -5.862831  0.3600
H36 -16.360553 2.326108 -5.786533  0.3032
H37 -16.129100 4.807613 -3.961250  0.0382
H38 -12.294478 3.693431 -4.749672  0.2716
H39 -12.091020 5.116338 -5.833995  0.4091
H40 -13.338389 3.961615 -6.180252  0.2562
H41 -13.304940 6.788020 -2.091425  -0.0420
H42 -12.009330 7.070251 -3.384270  0.4296
H43 -12.098127 5.571181 -2.489769  0.3371
H44 -15.161861 6.822410 -6.103264  0.3625
H45 -14.381865 7.940143 -4.999387  0.3027
H46 -15.888125 7.135691 -4.519622  0.3009

Cartesian forces, eV/Å:
Dy -0.1 -2.1 -0.5
I -0.7 -0.3 0.0
C 0.5 -1.4 0.1
C -0.6 -0.1 -0.4
C 0.6 1.4 0.7
I -0.8 -0.4 0.1
C 0.1 0.3 0.5
O -0.7 -0.9 -0.3
C 0.8 -1.3 -1.8
C 1.0 -0.4 0.6
N 0.3 -0.3 -1.1
C -0.8 -1.6 -0.5
C 0.2 1.6 -1.5
C -0.7 -0.1 1.0
C 1.2 0.4 -0.4
C -0.3 -1.3 0.3
C -1.8 1.8 -0.7
N 0.0 0.6 0.5
C 0.7 3.0 0.8
H -0.3 0.1 0.0
H -0.7 1.0 0.6
H -0.4 -0.3 -0.7
H 0.3 0.3 -0.3
H 0.2 -0.1 0.2
H 1.2 0.9 1.2
H 1.1 -0.5 -0.1
H 0.2 -0.4 0.6
H -0.7 -0.4 0.4
H 0.1 -0.5 0.0
H 0.1 0.0 -0.1
C -0.1 -0.1 0.4
N 1.1 0.5 -0.4
C -1.0 -0.1 1.5
C 0.5 0.0 -0.9
C -0.1 0.4 0.4
N 2.8 -3.9 -0.2
C 1.1 0.5 -0.3
C -3.1 3.4 1.2
H -0.5 -0.3 0.4
H -0.1 0.0 -0.7
H 0.6 0.2 -0.1
H -0.1 -0.2 0.1
H 0.1 -0.1 -0.6
H -0.7 0.1 0.8
H 0.7 0.7 -0.2
H 0.2 0.4 -0.2
H -0.2 -0.3 -0.2
H 0.2 -1.0 -0.3
H -0.4 -0.1 -0.4
H 0.2 0.1 -0.3
H -0.4 0.0 0.6
H -0.1 0.1 -0.4
H -0.1 -0.3 0.0
H -0.5 0.1 -0.2
O -1.1 1.4 4.6
O 0.5 0.2 0.0
C -0.5 -1.0 0.0
Si 0.1 0.3 0.0
C -0.9 -1.1 0.3
C -1.6 0.1 0.4
C 1.4 -1.2 -4.4
Si 0.1 -0.6 1.4
C -1.0 -1.2 -1.1
C -0.4 0.2 -1.1
C 1.7 0.4 -1.6
H 0.5 0.9 0.6
H 0.7 -0.8 0.4
H -0.5 1.0 -1.1
H 0.7 0.0 -0.7
H 0.5 0.8 0.3
H -0.3 0.1 0.4
H 0.4 0.7 0.3
H 0.1 0.2 -0.3
H 0.9 -0.1 0.0
H -0.6 -0.1 -0.3
H -0.3 0.8 -0.2
H 0.7 0.3 -0.1
H 0.4 0.7 1.1
H 0.3 0.1 -0.3
H -0.8 -0.3 0.5
H 0.1 -0.4 0.1
H 0.0 -0.1 0.8
H -0.4 -0.5 0.1
H -0.7 0.0 0.5